# 1
ORCA calculation (ωB97M-V/def2-TZVPD) on a molecular structure, C6H5BiCl2GaNO3.

Structure (XYZ):
```
19
Properties=species:S:1:pos:R:3:forces:R:3:mulliken_charge:R:1
Ga 6.440579 0.179852 -3.724377 -0.506 -7.205 1.583 0.793
Bi 0.021961 -0.192622 -0.164057 -3.571 1.057 0.758 1.560
Cl 6.025463 -1.890084 -3.115240 0.045 2.701 -0.639 0.024
Cl -1.162057 1.344055 -1.573646 0.961 -0.982 0.679 -0.088
C -0.887841 1.294666 1.817292 -2.611 2.139 2.787 0.215
C 8.376402 -0.104075 -4.290952 7.277 -0.799 -2.068 0.516
C 6.466678 1.957379 -4.072275 1.989 11.837 -2.930 0.571
O -1.612088 1.819583 2.542145 3.207 -2.059 -2.955 0.009
O 9.483700 -0.251741 -4.593495 -5.917 0.633 1.633 0.026
O 6.782683 3.043089 -4.378915 -2.287 -7.103 2.074 0.071
C -4.875848 -0.580793 3.338536 0.291 0.163 0.143 -1.120
C -4.628565 -1.039476 1.869739 -0.362 0.373 0.498 -0.169
C -3.283460 -0.752708 1.373689 0.906 -1.158 -0.966 0.209
N -2.226141 -0.750628 0.880051 0.176 0.455 0.010 -0.289
H -4.178364 -1.061396 4.031604 -0.116 -0.027 -0.195 0.360
H -5.890295 -0.835575 3.664365 0.221 -0.041 -0.354 0.339
H -4.758431 0.501863 3.446924 -0.078 -0.162 -0.132 0.348
H -4.759722 -2.132249 1.770736 0.156 0.321 -0.069 0.320
H -5.334655 -0.549139 1.177876 0.217 -0.143 0.143 0.304
```
Forces are in eV/Å.

LUMO = -16.921 eV
frontier orbital gap = 4.9 eV
HOMO energy = -21.790 eV
spin multiplicity = 1
net charge = +4

=====

# 2
ORCA calculation (ωB97M-V/def2-TZVPD) on a single C6H5Cl2NO2 molecule.

Structure (XYZ):
```
16
Properties=species:S:1:pos:R:3:forces:R:3:mulliken_charge:R:1
O 2.849031 -0.100147 -1.261582 0.098 -0.072 0.785 -0.587
N 1.684299 -0.382260 -1.074679 0.228 0.236 -1.396 1.012
O 0.854820 -0.232172 -1.950477 -0.934 -0.224 0.551 -0.551
C 1.283554 -1.018259 0.204986 0.081 0.257 -0.466 0.434
Cl 2.671407 -1.281908 1.153587 0.083 -0.401 0.520 -0.144
C 0.044258 -1.324150 0.601102 0.436 -0.890 0.485 -0.723
C -1.318907 -1.014989 0.111432 0.304 -3.402 0.005 -0.102
C -1.761865 0.113596 -0.368147 -1.490 1.905 0.667 -0.290
C -0.983476 1.344637 -0.404398 2.231 0.543 1.631 -0.342
C -0.212666 1.599759 0.692413 -1.597 1.087 -3.235 -0.333
Cl 0.796480 3.006467 0.743350 -0.040 -0.463 0.345 -0.160
H 0.121378 -1.960386 1.528914 -0.514 0.849 -0.895 0.337
H -2.049100 -1.882269 0.138767 0.993 1.130 0.452 0.301
H -2.851822 0.239081 -0.319219 0.268 -0.210 -1.015 0.338
H -0.847169 1.974696 -1.277050 -0.494 -0.087 -0.029 0.300
H -0.280221 0.918311 1.480995 0.347 -0.258 1.596 0.509
```
Forces are in eV/Å.

LUMO = -1.036 eV
frontier orbital gap = 8.2 eV
HOMO energy = -9.235 eV
structure (SMILES) = O=[N+]([O-])\C(Cl)=C/C=C\C=C\Cl
spin multiplicity = 1

=====

# 3
ORCA calculation (ωB97M-V/def2-TZVPD) on 2 unconnected molecules or ions with the total composition C6H5Cl3O.

Structure (XYZ):
```
15
Properties=species:S:1:pos:R:3:forces:R:3:mulliken_charge:R:1
Cl -3.733660 1.086284 -3.901584 0.650 -0.655 0.274 -0.199
C -2.313929 0.171693 -3.399551 1.450 -0.361 0.726 0.390
C -1.899512 0.225425 -2.035384 -0.806 1.405 -0.528 -0.448
C -0.641113 -0.222329 -1.653208 0.485 -0.886 -1.545 0.130
Cl 0.000000 0.000000 0.000000 -0.591 -0.171 -1.459 -0.194
C 0.125629 -0.901372 -2.657668 -0.144 0.429 2.026 -0.429
C -0.390159 -1.154609 -3.930153 -0.192 1.554 2.020 0.391
Cl 0.480455 -2.190934 -4.876765 1.097 -1.308 -1.724 -0.195
C -1.536667 -0.525893 -4.353707 -2.515 0.768 0.264 -0.535
H -2.533273 0.827142 -1.370633 0.371 -0.499 -0.078 0.363
H 1.127836 -1.251971 -2.377915 -0.570 -0.042 -0.255 0.362
H -2.003029 -0.588032 -5.345801 0.764 -0.238 0.282 0.364
O -4.000476 -5.707621 -0.841244 0.971 -0.767 -0.029 -0.650
H -3.502700 -6.075881 -0.076483 -0.513 0.380 -0.854 0.325
H -3.553756 -6.084744 -1.632750 -0.456 0.390 0.882 0.325
```
Forces are in eV/Å.

LUMO = 0.506 eV
frontier orbital gap = 9.9 eV
HOMO energy = -9.393 eV
structure (SMILES) = Clc1cc(Cl)cc(Cl)c1.O
spin multiplicity = 1

=====

# 4
ORCA calculation (ωB97M-V/def2-TZVPD) on a single C6H5ClFNO2 molecule.

Structure (XYZ):
```
16
Properties=species:S:1:pos:R:3:forces:R:3:mulliken_charge:R:1
O -1.477019 -1.575252 1.495848 -0.187 0.049 0.070 -0.638
N -1.780370 -1.044992 0.442102 -1.783 -0.323 0.590 0.866
O -2.921899 -0.802187 0.086402 0.845 -0.940 0.060 -0.537
C -0.692496 -0.533297 -0.421710 -1.177 4.067 -0.905 0.924
F -1.106675 -0.668480 -1.698168 -0.099 -0.416 -0.560 -0.335
C 0.578602 -1.167595 -0.113828 2.199 -0.581 -0.329 -0.871
C 1.774899 -0.221901 -0.153572 -2.841 1.728 1.919 -0.527
C 1.653256 1.097138 0.138873 -0.075 -0.982 -0.937 -0.321
C 0.372653 1.794366 0.218912 -2.029 -2.800 -1.578 -0.396
C -0.795003 1.200713 -0.168786 2.685 -3.453 1.401 -0.087
Cl -2.369251 1.749793 -0.082236 -0.247 1.388 -0.251 -0.108
H 0.885555 -2.012260 -0.758641 -0.909 0.415 -0.373 0.346
H 0.359742 -1.707387 0.810660 0.890 0.515 0.507 0.408
H 2.678999 -0.688995 -0.277617 2.179 -0.769 -0.309 0.471
H 2.497650 1.765787 0.148112 0.403 -0.180 0.067 0.342
H 0.341357 2.814556 0.333644 0.144 2.281 0.628 0.462
```
Forces are in eV/Å.

LUMO = -0.450 eV
frontier orbital gap = 8.6 eV
HOMO energy = -9.047 eV
structure (SMILES) = O=[N+]([O-])[C@]1(F)CC=CC=C1Cl
spin multiplicity = 1

=====

# 5
ORCA calculation (ωB97M-V/def2-TZVPD) on a gas-phase ion, C6H5ClNO2 (charge +1).

Structure (XYZ):
```
15
Properties=species:S:1:pos:R:3:forces:R:3:mulliken_charge:R:1
O 1.150114 -1.859188 -3.151374 -0.001 -0.952 -0.079 -0.422
C 0.620410 -0.837081 -2.920880 0.911 -1.235 1.354 0.604
O 0.392909 0.170231 -3.691755 -0.481 1.109 -2.303 -0.348
Cl 0.706790 -0.160790 -5.364287 -0.122 0.229 0.935 0.123
N 0.250394 -0.478533 -1.539637 -0.002 -0.543 1.164 0.136
C -0.182590 0.762597 -1.309894 -0.683 2.456 -1.263 0.218
C -0.487311 1.155258 -0.017903 0.613 -0.385 -0.243 -0.762
C -0.160076 0.329349 1.019833 -0.876 -0.304 2.477 0.021
C 0.389667 -0.898914 0.811779 -0.505 -0.489 -4.165 -0.672
C 0.471005 -1.382370 -0.488934 1.220 -0.007 -2.020 0.037
H -0.267323 1.466718 -2.250157 0.007 -1.569 2.360 0.390
H -0.869088 2.082488 0.283974 -0.622 1.379 -0.483 0.443
H -0.432171 0.482080 2.106740 0.441 0.716 -1.481 0.339
H 0.636781 -1.527289 1.556095 0.737 -2.022 2.573 0.511
H 0.834076 -2.391064 -0.906354 -0.637 1.619 1.173 0.382
```
Forces are in eV/Å.

LUMO = -5.340 eV
frontier orbital gap = 10.0 eV
HOMO energy = -15.335 eV
structure (SMILES) = O=C(OCl)[n+]1ccccc1
spin multiplicity = 1
net charge = +1

=====

# 6
ORCA calculation (ωB97M-V/def2-TZVPD) on a single C6H5F molecule.

Structure (XYZ):
```
12
Properties=species:S:1:pos:R:3:forces:R:3:mulliken_charge:R:1
F 51.009940 1.189068 23.960624 -2.056 1.645 -1.095 -0.297
C 50.118066 2.137018 23.378108 2.436 3.031 1.168 0.396
C 50.411945 3.575500 23.626099 -2.083 -1.563 -1.206 -0.449
C 49.574193 4.550488 22.970411 0.511 -1.532 0.660 -0.310
C 48.588778 4.130677 22.071396 -0.146 -0.569 0.490 -0.432
C 48.320601 2.794761 21.956890 -0.128 -0.638 -0.652 -0.230
C 49.066871 1.806731 22.575545 0.332 -1.190 0.634 -0.441
H 51.154260 3.817737 24.372214 0.070 0.172 -0.139 0.390
H 49.523670 5.605916 23.193819 0.908 0.084 0.246 0.339
H 47.893869 4.749174 21.522805 0.347 0.691 0.220 0.346
H 47.511767 2.476600 21.315825 -0.118 -0.044 -0.026 0.321
H 48.811122 0.759916 22.503542 -0.070 -0.089 -0.302 0.366
```
Forces are in eV/Å.

LUMO = 1.053 eV
frontier orbital gap = 10.5 eV
HOMO energy = -9.420 eV
structure (SMILES) = Fc1ccccc1
spin multiplicity = 1

=====

# 7
ORCA calculation (ωB97M-V/def2-TZVPD) on a single C6H5F3O3S molecule.

Structure (XYZ):
```
18
Properties=species:S:1:pos:R:3:forces:R:3:mulliken_charge:R:1
C 0.014800 -2.051584 0.419451 0.362 4.412 -0.469 0.293
C -0.091636 -0.468372 0.498127 -2.192 -1.762 -0.583 0.584
C 0.997040 0.467642 0.284965 -1.789 1.380 -0.356 0.096
C -2.134045 0.070683 -0.864836 0.198 1.458 -2.035 -1.050
C -1.499789 0.213074 0.482012 -0.311 -1.631 1.497 -0.541
C 2.350508 0.093306 -0.183284 -1.559 0.127 -1.504 0.869
O 0.097292 -3.035433 -0.204106 -0.172 -1.009 0.356 -0.468
O 0.127866 -1.454435 1.590477 0.187 -1.506 1.033 -0.476
O 1.836040 2.882462 0.345505 -0.243 0.757 0.162 -0.501
F 2.783550 1.058872 -0.987933 1.388 0.160 0.167 -0.263
F 3.046518 -0.089918 0.906839 1.941 -0.445 0.217 -0.215
F 2.349289 -0.988874 -1.002709 0.068 -0.318 1.133 -0.260
S 0.629109 2.076571 0.458207 1.315 -0.993 -0.017 0.349
H -2.674396 -0.852826 -1.093283 0.431 -0.120 0.481 0.332
H -1.313179 0.187862 -1.626319 -1.068 0.011 0.259 0.295
H -2.891730 0.878987 -0.999449 0.626 -0.452 -0.126 0.315
H -1.346921 1.248579 0.807276 -0.711 -0.360 -0.191 0.359
H -2.280320 -0.236590 1.169062 1.531 0.290 -0.021 0.283
```
Forces are in eV/Å.

LUMO = -1.465 eV
frontier orbital gap = 8.3 eV
HOMO energy = -9.747 eV
spin multiplicity = 1

=====

# 8
ORCA calculation (ωB97M-V/def2-TZVPD) on a single C6H5IN2O molecule.

Structure (XYZ):
```
15
Properties=species:S:1:pos:R:3:forces:R:3:mulliken_charge:R:1
C 2.053755 1.002978 2.974847 1.443 -0.158 1.565 0.133
C 1.276031 0.179595 2.567554 0.302 1.002 -0.234 -0.623
C 0.274597 -0.627215 1.943292 -2.005 0.061 -3.073 0.223
O -0.959390 -0.410000 2.542830 0.140 -0.084 0.043 -0.504
I 0.826262 -2.689218 1.843130 -0.019 0.012 0.261 0.142
N 0.165463 -0.151646 0.271640 0.383 -1.189 2.562 0.580
C -0.022905 1.108273 -0.211138 0.525 -1.100 0.515 -0.161
C 0.395879 1.119845 -1.511891 -0.328 -1.193 1.417 -0.686
C 0.792875 -0.240213 -1.713063 0.712 1.644 -3.271 -0.359
N 0.702270 -0.965535 -0.667941 -0.551 -0.605 2.184 -0.747
H 2.867971 1.462821 3.598784 -1.459 -0.437 -1.330 0.386
H -1.638576 -1.124031 2.492536 1.245 0.428 -0.483 0.387
H -0.424241 1.828777 0.443209 -0.276 0.900 0.429 0.459
H 0.431942 2.014483 -2.055455 0.021 0.588 -1.225 0.393
H 1.152614 -0.660857 -2.663081 -0.131 0.129 0.639 0.376
```
Forces are in eV/Å.

LUMO = -0.001 eV
frontier orbital gap = 9.3 eV
HOMO energy = -9.254 eV
structure (SMILES) = C#C[C@](O)(I)n1cccn1
spin multiplicity = 1

=====

# 9
ORCA calculation (ωB97M-V/def2-TZVPD) on 2 unconnected molecules or ions with the total composition C6H5INO.

Structure (XYZ):
```
14
Properties=species:S:1:pos:R:3:forces:R:3:mulliken_charge:R:1
C 2.091854 0.427454 0.094272 -0.139 -0.215 -0.329 -0.211
C 1.548803 -0.847161 -0.049801 -1.365 0.106 0.405 -0.553
C 1.217572 1.563378 -0.022374 -0.153 0.029 -0.127 -0.594
C 0.168341 -0.970775 -0.012601 2.065 3.644 -0.270 -0.042
C -0.157927 1.335997 -0.152485 1.555 -2.485 1.198 0.022
C -3.080402 -1.221400 0.072042 0.586 -0.005 -0.810 0.375
N -0.607781 0.086554 0.003601 -2.091 -0.567 -0.660 -0.309
O -2.727750 -2.283660 -0.071304 -0.462 1.159 0.544 -0.074
I -3.848182 0.633062 -0.009495 0.034 -0.769 0.238 0.642
H 3.169366 0.354999 0.309617 -0.491 1.229 -0.325 0.370
H 1.976822 -1.834836 -0.057940 1.325 0.335 0.093 0.359
H 1.450167 2.638012 -0.005928 0.804 -0.788 0.093 0.336
H -0.226779 -1.891895 0.069239 -1.639 -3.061 0.187 0.432
H -0.974099 2.010273 -0.166842 -0.029 1.388 -0.236 0.248
```
Forces are in eV/Å.

LUMO = -6.112 eV
frontier orbital gap = 7.1 eV
HOMO energy = -13.234 eV
spin multiplicity = 1
net charge = +1

=====

# 10
ORCA calculation (ωB97M-V/def2-TZVPD) on a single C6H5N molecule.

Structure (XYZ):
```
12
Properties=species:S:1:pos:R:3:forces:R:3:mulliken_charge:R:1
C -0.799141 -1.696604 -0.758187 0.214 0.693 1.331 -0.369
C -1.547349 -0.532365 -0.894954 -1.082 0.078 -0.976 -0.423
C 0.304952 -1.352558 0.055139 0.007 2.749 -1.322 -0.241
C 0.369616 0.050089 0.111420 0.296 0.068 1.350 0.344
C 2.380351 1.035378 1.324882 -1.443 1.346 0.053 -0.651
C 1.178166 1.056555 0.861621 -2.498 -0.144 -0.157 -0.048
N -0.830009 0.537651 -0.401152 0.107 -3.068 -0.538 -0.071
H -0.906458 -2.719226 -0.982847 -1.060 -0.755 -0.689 0.435
H -2.577908 -0.306745 -1.319217 1.655 -0.693 0.504 0.291
H 3.327759 0.682854 1.193476 2.087 -1.127 -0.073 0.371
H 0.402429 1.845637 1.115937 1.455 -0.226 0.168 0.132
H -1.302408 1.399333 -0.306118 0.262 1.078 0.349 0.231
```
Forces are in eV/Å.

LUMO (spin up / spin down) = -0.003 / -0.859 eV
frontier orbital gap (spin up / spin down) = 8.1 / 7.2 eV
HOMO energy (spin up / spin down) = -8.075 / -8.099 eV
spin multiplicity = 1

=====

# 11
ORCA calculation (ωB97M-V/def2-TZVPD) on 2 unconnected molecules or ions with the total composition C6H5N.

Structure (XYZ):
```
12
Properties=species:S:1:pos:R:3:forces:R:3:mulliken_charge:R:1
C -1.688371 -1.303806 -1.643404 0.356 0.565 0.307 0.422
C -1.150919 -0.313395 -1.220365 -0.345 -0.741 -0.172 -0.707
C -0.533129 0.886910 -0.740608 0.485 0.723 -0.518 -0.369
N -0.814388 1.403862 0.617082 0.366 -0.387 0.162 -0.528
C 0.459270 0.851918 0.340029 2.106 0.960 0.643 0.216
C 1.135197 -0.241620 0.895154 0.258 0.292 0.290 -0.099
C 2.019851 -0.891977 1.396586 -0.176 -2.501 0.771 -0.502
H -2.154648 -2.183675 -2.006849 -0.062 -0.104 -0.056 0.424
H -0.433184 1.667979 -1.475189 -0.084 0.191 -0.157 0.326
H -1.394295 0.741966 1.130685 0.002 0.130 0.236 0.283
H 2.298855 1.233325 0.911333 -3.351 0.908 -1.589 0.234
H 2.255762 -1.851486 1.795547 0.445 -0.035 0.082 0.301
```
Forces are in eV/Å.

LUMO = -1.001 eV
frontier orbital gap = 7.0 eV
HOMO energy = -7.999 eV
spin multiplicity = 1

=====

# 12
ORCA calculation (ωB97M-V/def2-TZVPD) on 2 unconnected molecules or ions with the total composition C6H5N2O.

Structure (XYZ):
```
14
Properties=species:S:1:pos:R:3:forces:R:3:mulliken_charge:R:1
C 2.063317 -0.154872 -0.128109 1.241 -0.519 1.398 0.113
C 1.253953 -0.612844 -1.126818 -0.354 -2.733 -2.644 -0.475
C 1.488799 0.585554 0.936139 -0.130 0.768 1.733 -0.419
C -0.114682 -0.484763 -1.041182 1.466 -1.382 -2.509 0.001
C 0.131780 0.773485 0.920122 2.610 3.531 4.019 -0.229
C -0.709586 0.475991 -0.143082 -0.887 -2.625 -1.162 0.513
N -3.789063 0.123315 0.324710 -1.406 -0.220 0.542 0.213
N -4.399711 -0.740934 0.576157 -0.235 -0.441 0.081 -0.177
O -1.859031 0.789160 -0.322218 0.746 1.832 -0.487 -0.342
H 3.084845 -0.614135 -0.074749 -0.786 1.063 0.002 0.364
H 1.740121 -1.375767 -1.843956 -1.147 1.461 0.998 0.301
H 2.083665 0.978212 1.839878 -0.890 -0.837 -1.727 0.338
H -0.735134 -1.141977 -1.663545 0.008 0.563 0.178 0.413
H -0.239268 1.399571 1.746659 -0.237 -0.461 -0.422 0.387
```
Forces are in eV/Å.

LUMO = -8.448 eV
frontier orbital gap = 7.3 eV
HOMO energy = -15.711 eV
spin multiplicity = 1
net charge = +1

=====

Energy? In order: -3570.086228 -1357.060149 -1687.439866 -996.750518 -896.725495 -331.470853 -1155.024755 -713.934705 -658.971157 -286.146367 -286.020627 -416.008694 Ha.
Energy relative to the best compared isomer or geometry (same formula, charge and spin)? In order: 0.0 400.7 14.4 26.5 253.4 10.2 0.0 131.4 0.0 516.7 846.9 188.3 kJ/mol.